[1]
{"formula": "C24H57N7O10SZn", "method": "the ωB97M-V functional and the def2-TZVPD basis", "charge": 0, "gap_ev": 7.77, "de_lowest_ev": 0.000, "species": ["Zn", "S", "O", "O", "O", "O", "C", "C", "N", "C", "C", "C", "C", "H", "H", "H", "H", "H", "H", "H", "H", "H", "H", "H", "H", "H", "H", "H", "C", "C", "O", "N", "C", "H", "H", "H", "H", "H", "H", "H", "C", "C", "O", "N", "C", "H", "H", "H", "H", "H", "H", "H", "C", "C", "O", "N", "C", "H", "H", "H", "H", "H", "H", "H", "C", "C", "O", "N", "C", "H", "H", "H", "H", "H", "H", "H", "C", "C", "O", "N", "C", "H", "H", "H", "H", "H", "H", "H", "C", "C", "O", "N", "C", "H", "H", "H", "H", "H", "H", "H"], "xyz": [[6.28, -0.67, -12.12], [4.64, -1.03, -14.08], [4.76, 0.11, -13.09], [5.62, -1.95, -13.42], [3.30, -1.52, -14.03], [5.16, -0.66, -15.38], [3.74, 2.15, -15.37], [3.16, 3.59, -15.42], [3.58, 4.36, -16.61], [3.01, 3.86, -17.87], [3.46, 4.65, -19.08], [5.02, 4.63, -16.66], [5.72, 4.91, -15.33], [3.92, 1.76, -16.37], [3.02, 1.45, -14.95], [4.70, 2.04, -14.87], [2.11, 3.48, -15.69], [3.24, 4.18, -14.52], [3.26, 2.80, -17.99], [1.94, 3.92, -17.66], [4.53, 4.58, -19.26], [2.89, 4.33, -19.95], [3.37, 5.73, -18.95], [5.09, 5.54, -17.27], [5.57, 3.77, -17.08], [6.11, 3.97, -14.92], [5.07, 5.34, -14.56], [6.60, 5.55, -15.47], [9.10, 2.25, -13.89], [8.06, 1.19, -14.13], [7.61, 0.56, -13.16], [7.63, 0.97, -15.36], [7.93, 1.80, -16.50], [8.91, 3.28, -14.18], [9.97, 1.93, -14.48], [9.48, 2.13, -12.87], [6.85, 0.31, -15.42], [8.90, 1.53, -16.93], [8.10, 2.83, -16.15], [7.16, 1.84, -17.26], [9.70, -2.10, -16.47], [8.55, -2.89, -17.02], [8.66, -3.65, -17.97], [7.38, -2.79, -16.35], [6.18, -3.50, -16.72], [10.63, -2.67, -16.50], [9.50, -1.77, -15.45], [9.90, -1.20, -17.06], [7.28, -2.21, -15.54], [6.24, -4.41, -16.11], [6.01, -3.71, -17.78], [5.26, -2.99, -16.46], [7.91, 2.19, -9.14], [6.86, 1.88, -10.20], [6.69, 0.71, -10.57], [6.23, 2.91, -10.74], [5.12, 2.78, -11.69], [8.48, 1.29, -8.92], [7.32, 2.26, -8.22], [8.44, 3.11, -9.34], [6.41, 3.86, -10.46], [4.65, 1.80, -11.66], [5.49, 2.98, -12.70], [4.40, 3.57, -11.47], [5.17, -1.61, -8.30], [4.49, -1.27, -9.59], [5.08, -1.44, -10.66], [3.19, -0.96, -9.56], [2.41, -0.79, -10.76], [5.80, -2.47, -8.48], [4.45, -1.75, -7.49], [5.73, -0.73, -7.96], [2.72, -1.10, -8.69], [1.38, -1.11, -10.66], [2.86, -1.31, -11.61], [2.43, 0.25, -11.10], [5.03, -0.53, -18.83], [3.71, -1.29, -18.75], [3.16, -1.73, -19.73], [3.22, -1.35, -17.50], [2.06, -2.07, -17.03], [5.52, -0.77, -19.78], [5.73, -0.79, -18.04], [4.85, 0.55, -18.81], [3.89, -1.17, -16.75], [1.45, -2.48, -17.84], [1.44, -1.31, -16.53], [2.22, -2.90, -16.34], [3.80, -5.01, -13.89], [2.40, -4.98, -13.29], [1.83, -5.99, -12.90], [1.84, -3.76, -13.30], [0.57, -3.42, -12.71], [4.60, -4.56, -13.31], [3.72, -4.58, -14.90], [4.08, -6.03, -14.16], [2.41, -2.98, -13.66], [0.35, -2.38, -12.91], [0.58, -3.81, -11.68], [-0.28, -4.04, -13.04]]}

[2]
{"formula": "C24H58BN2O6S2", "method": "the ωB97M-V functional and the def2-TZVPD basis", "charge": -1, "gap_ev": 7.87, "de_lowest_ev": 0.000, "species": ["C", "C", "C", "C", "N", "S", "O", "O", "N", "S", "O", "O", "B", "O", "O", "C", "C", "H", "H", "H", "H", "H", "H", "H", "H", "H", "H", "H", "H", "H", "H", "H", "H", "C", "C", "C", "C", "C", "C", "H", "H", "H", "H", "H", "H", "H", "H", "H", "H", "H", "H", "H", "H", "C", "C", "C", "C", "C", "C", "H", "H", "H", "H", "H", "H", "H", "H", "H", "H", "H", "H", "H", "H", "C", "C", "C", "C", "C", "C", "H", "H", "H", "H", "H", "H", "H", "H", "H", "H", "H", "H", "H", "H"], "xyz": [[-0.93, -6.54, -4.23], [-1.17, -6.74, -5.74], [0.08, -6.98, -6.59], [0.93, -5.74, -6.86], [1.52, -5.16, -5.65], [1.44, -3.49, -5.51], [2.34, -3.21, -4.42], [1.72, -2.90, -6.79], [-0.06, -3.24, -5.05], [-1.20, -2.61, -5.97], [-1.14, -1.16, -6.06], [-1.42, -3.31, -7.23], [-2.62, -2.98, -4.79], [-2.33, -3.00, -3.46], [-3.88, -3.23, -5.26], [-4.51, -4.43, -4.82], [-5.58, -4.84, -5.83], [0.13, -6.46, -4.00], [-1.40, -5.63, -3.86], [-1.34, -7.37, -3.66], [-1.70, -5.88, -6.17], [-1.83, -7.61, -5.87], [-0.24, -7.34, -7.58], [0.70, -7.78, -6.15], [1.72, -5.98, -7.58], [0.30, -4.98, -7.34], [2.49, -5.41, -5.53], [-1.36, -2.96, -3.36], [-3.76, -5.23, -4.71], [-4.95, -4.27, -3.83], [-6.54, -5.01, -5.35], [-5.69, -4.04, -6.57], [-5.30, -5.75, -6.36], [2.55, 1.93, 0.50], [1.40, 1.03, 0.08], [1.85, -0.31, -0.50], [2.69, -0.22, -1.77], [2.01, 0.52, -2.93], [0.73, -0.15, -3.40], [3.19, 2.19, -0.34], [2.18, 2.86, 0.93], [3.17, 1.44, 1.25], [0.77, 1.55, -0.65], [0.76, 0.84, 0.95], [0.97, -0.93, -0.69], [2.43, -0.85, 0.27], [2.93, -1.23, -2.11], [3.65, 0.26, -1.54], [2.72, 0.55, -3.76], [1.82, 1.56, -2.65], [0.92, -1.18, -3.70], [0.30, 0.37, -4.26], [-0.03, -0.16, -2.61], [-0.52, 2.57, 4.19], [-0.85, 1.43, 5.14], [-1.03, 0.09, 4.43], [-2.17, 0.05, 3.42], [-3.55, 0.41, 3.98], [-4.02, -0.54, 5.08], [-1.33, 2.75, 3.48], [-0.37, 3.50, 4.74], [0.39, 2.36, 3.63], [-1.74, 1.67, 5.72], [-0.04, 1.33, 5.87], [-1.18, -0.70, 5.18], [-0.10, -0.17, 3.91], [-2.22, -0.95, 2.98], [-1.95, 0.72, 2.58], [-4.27, 0.40, 3.16], [-3.54, 1.43, 4.37], [-4.06, -1.57, 4.71], [-5.01, -0.27, 5.43], [-3.35, -0.53, 5.94], [1.82, 4.63, 6.75], [1.20, 5.96, 6.35], [1.83, 6.58, 5.10], [3.32, 6.90, 5.23], [3.68, 7.85, 6.38], [3.02, 9.22, 6.26], [2.88, 4.73, 7.00], [1.31, 4.21, 7.62], [1.74, 3.91, 5.93], [1.26, 6.66, 7.19], [0.13, 5.82, 6.16], [1.28, 7.48, 4.83], [1.70, 5.89, 4.26], [3.66, 7.35, 4.29], [3.89, 5.98, 5.35], [4.76, 7.97, 6.41], [3.40, 7.39, 7.34], [3.31, 9.71, 5.33], [3.33, 9.87, 7.09], [1.94, 9.15, 6.29]]}

[3]
{"formula": "C24H58Cl4N4", "method": "the ωB97M-V functional and the def2-TZVPD basis", "charge": 0, "gap_ev": 7.77, "de_lowest_ev": 0.000, "species": ["N", "H", "H", "H", "H", "C", "C", "C", "N", "C", "C", "C", "C", "C", "H", "H", "H", "H", "H", "H", "H", "H", "H", "H", "H", "H", "H", "H", "H", "H", "H", "H", "C", "C", "C", "N", "C", "C", "C", "C", "C", "H", "H", "H", "H", "H", "H", "H", "H", "H", "H", "H", "H", "H", "H", "H", "H", "H", "H", "C", "C", "C", "N", "C", "C", "C", "C", "C", "H", "H", "H", "H", "H", "H", "H", "H", "H", "H", "H", "H", "H", "H", "H", "H", "H", "H", "Cl", "Cl", "Cl", "Cl"], "xyz": [[-4.82, -14.79, 2.84], [-4.90, -13.82, 2.53], [-4.56, -15.44, 2.07], [-5.75, -15.15, 3.08], [-4.18, -14.88, 3.64], [-8.45, -20.25, -1.71], [-8.88, -18.78, -1.42], [-7.67, -17.88, -1.19], [-8.01, -16.40, -1.24], [-8.64, -15.94, -2.55], [-6.86, -15.43, -0.96], [-7.51, -14.16, -0.38], [-8.88, -14.62, 0.17], [-8.90, -16.13, -0.02], [-8.40, -20.31, -2.80], [-9.27, -20.94, -1.51], [-7.54, -20.52, -1.20], [-9.46, -18.81, -0.49], [-9.58, -18.39, -2.15], [-6.81, -18.04, -1.84], [-7.24, -18.01, -0.19], [-9.67, -16.28, -2.52], [-8.10, -16.33, -3.41], [-8.70, -14.85, -2.56], [-6.22, -15.28, -1.82], [-6.29, -15.87, -0.14], [-7.59, -13.37, -1.12], [-6.82, -13.74, 0.35], [-9.74, -14.27, -0.41], [-9.01, -14.44, 1.23], [-9.93, -16.46, -0.04], [-8.42, -16.52, 0.89], [3.34, -15.17, 3.01], [2.01, -15.87, 2.73], [0.83, -14.96, 2.80], [-0.48, -15.49, 2.27], [-0.94, -16.69, 3.07], [-1.48, -14.32, 2.41], [-1.63, -13.62, 1.03], [-0.59, -14.35, 0.22], [-0.44, -15.76, 0.76], [4.14, -15.90, 2.91], [3.37, -14.86, 4.06], [3.41, -14.23, 2.47], [1.81, -16.68, 3.45], [2.25, -16.33, 1.76], [1.13, -14.18, 2.10], [0.67, -14.57, 3.80], [-0.26, -17.49, 2.76], [-1.93, -17.04, 2.79], [-0.92, -16.42, 4.12], [-2.42, -14.66, 2.82], [-1.09, -13.55, 3.06], [-2.67, -13.75, 0.72], [-1.49, -12.55, 0.86], [-0.80, -14.49, -0.85], [0.42, -13.93, 0.25], [-1.17, -16.49, 0.42], [0.55, -16.22, 0.63], [-4.49, -9.38, 7.83], [-4.99, -9.99, 6.49], [-6.40, -10.55, 6.56], [-7.02, -11.12, 5.27], [-6.21, -12.34, 4.90], [-7.10, -10.17, 4.10], [-8.23, -10.67, 3.21], [-9.01, -11.71, 4.08], [-8.53, -11.49, 5.51], [-3.59, -8.82, 7.57], [-4.10, -10.23, 8.38], [-5.28, -8.75, 8.22], [-4.33, -10.69, 5.99], [-4.99, -9.13, 5.82], [-7.16, -9.89, 6.97], [-6.39, -11.50, 7.09], [-6.33, -13.19, 5.58], [-5.14, -12.14, 4.83], [-6.54, -12.73, 3.94], [-6.13, -10.29, 3.60], [-7.25, -9.22, 4.61], [-7.79, -11.04, 2.29], [-8.80, -9.79, 2.93], [-8.75, -12.74, 3.84], [-10.07, -11.58, 3.88], [-8.36, -12.33, 6.17], [-8.97, -10.65, 6.04], [-3.38, -16.79, 0.84], [-3.12, -14.99, 5.46], [-8.01, -15.50, 3.57], [-4.79, -11.65, 1.33]]}

[4]
{"formula": "C24H58CrN8O14SZr", "method": "the ωB97M-V functional and the def2-TZVPD basis", "charge": 3, "multiplicity": 4, "gap_ev": [4.18, 4.19], "s_squared": 3.77, "species": ["Cr", "Zr", "O", "H", "O", "H", "S", "O", "O", "O", "O", "C", "O", "N", "C", "C", "H", "H", "H", "H", "H", "H", "H", "C", "O", "N", "C", "C", "H", "H", "H", "H", "H", "H", "H", "C", "O", "N", "C", "C", "H", "H", "H", "H", "H", "H", "H", "C", "O", "N", "C", "C", "H", "H", "H", "H", "H", "H", "H", "C", "O", "N", "C", "C", "H", "H", "H", "H", "H", "H", "H", "C", "O", "N", "C", "C", "H", "H", "H", "H", "H", "H", "H", "C", "O", "N", "C", "C", "H", "H", "H", "H", "H", "H", "H", "C", "O", "N", "C", "C", "H", "H", "H", "H", "H", "H", "H"], "xyz": [[2.39, 1.52, -1.34], [-2.78, 1.53, 0.86], [3.87, 2.56, -0.58], [4.57, 3.20, -0.37], [-2.46, 3.26, -0.21], [-2.46, 4.17, -0.57], [0.32, 0.29, -0.13], [1.46, 1.09, 0.29], [0.52, 0.68, -1.51], [0.52, -1.14, 0.14], [-0.91, 0.89, 0.42], [-1.44, -1.40, 4.49], [-1.81, -2.58, 4.69], [-0.12, -1.06, 4.42], [0.41, 0.33, 4.12], [0.92, -2.05, 4.66], [-2.11, -0.55, 4.28], [0.77, 0.52, 3.11], [1.13, 0.67, 4.87], [-0.49, 0.95, 4.18], [1.57, -1.90, 5.53], [0.54, -3.08, 4.68], [1.52, -2.06, 3.75], [-2.50, -2.07, 0.18], [-2.76, -0.89, 0.45], [-3.46, -3.07, 0.07], [-3.01, -4.44, -0.24], [-4.92, -2.85, 0.39], [-1.44, -2.34, 0.07], [-3.88, -4.89, -0.73], [-2.94, -5.07, 0.65], [-2.05, -4.43, -0.75], [-5.32, -3.66, 1.00], [-5.14, -1.93, 0.93], [-5.36, -2.73, -0.60], [0.54, 4.25, -1.44], [1.30, 3.22, -1.42], [0.73, 5.38, -0.76], [-0.38, 6.43, -0.70], [1.88, 5.47, 0.18], [-0.26, 4.34, -2.19], [-0.13, 7.31, -1.30], [-0.63, 6.67, 0.33], [-1.33, 6.15, -1.15], [1.83, 5.27, 1.25], [2.68, 4.83, -0.20], [2.33, 6.44, -0.02], [3.57, -1.55, -0.93], [3.28, -0.32, -1.06], [4.67, -2.09, -1.58], [4.92, -3.50, -1.52], [5.57, -1.32, -2.43], [3.03, -2.28, -0.31], [4.42, -3.98, -0.68], [5.96, -3.72, -1.28], [4.71, -4.01, -2.46], [6.57, -1.40, -2.02], [5.66, -1.59, -3.49], [5.36, -0.25, -2.47], [-0.75, -1.72, -3.21], [-1.90, -2.16, -3.17], [-0.16, -1.40, -4.34], [1.21, -0.92, -4.35], [-0.76, -1.63, -5.67], [-0.17, -1.41, -2.33], [1.82, -1.33, -5.14], [1.70, -1.10, -3.39], [1.18, 0.13, -4.67], [-1.79, -1.98, -5.72], [-0.65, -0.79, -6.36], [-0.21, -2.49, -6.06], [-3.09, 0.71, -2.63], [-2.68, 0.90, -1.51], [-2.66, 1.35, -3.73], [-2.94, 0.95, -5.07], [-1.79, 2.47, -3.58], [-3.82, -0.09, -2.82], [-3.70, 1.62, -5.48], [-3.45, -0.01, -5.07], [-2.08, 0.86, -5.73], [-2.09, 3.22, -4.32], [-1.91, 2.93, -2.60], [-0.80, 2.08, -3.82], [-0.53, 3.46, 2.72], [-1.38, 2.68, 2.32], [-0.54, 4.14, 3.89], [-1.71, 4.19, 4.81], [0.44, 5.21, 4.14], [0.39, 3.61, 2.13], [-2.36, 3.31, 4.87], [-2.35, 5.04, 4.59], [-1.36, 4.36, 5.83], [0.24, 6.24, 3.84], [0.77, 5.18, 5.18], [1.33, 4.90, 3.60], [1.36, -3.88, 1.46], [2.55, -4.03, 1.09], [0.84, -4.81, 2.29], [-0.56, -4.73, 2.69], [1.60, -5.99, 2.89], [0.68, -3.06, 1.20], [-1.05, -3.87, 2.25], [-0.63, -4.61, 3.77], [-1.08, -5.67, 2.46], [2.02, -5.91, 3.89], [0.95, -6.85, 3.07], [2.39, -6.30, 2.21]]}

[5]
{"formula": "C24H58N5O6", "method": "the ωB97M-V functional and the def2-TZVPD basis", "charge": 1, "gap_ev": 5.80, "de_lowest_ev": 1.734, "species": ["C", "C", "O", "C", "C", "C", "N", "C", "C", "O", "C", "C", "N", "C", "C", "C", "O", "H", "H", "H", "H", "H", "H", "H", "H", "H", "H", "H", "H", "H", "H", "H", "H", "H", "H", "H", "H", "H", "H", "H", "H", "H", "C", "C", "C", "O", "C", "N", "H", "H", "H", "H", "H", "H", "H", "H", "H", "H", "H", "C", "C", "C", "O", "C", "N", "H", "H", "H", "H", "H", "H", "H", "H", "H", "H", "H", "C", "C", "C", "O", "C", "N", "H", "H", "H", "H", "H", "H", "H", "H", "H", "H", "H"], "xyz": [[1.37, 2.12, -1.49], [2.84, 1.60, -1.70], [2.80, 0.50, -2.63], [2.07, -0.59, -2.11], [2.56, -1.97, -2.76], [2.11, -2.98, -1.64], [3.06, -3.74, -1.19], [4.30, -3.41, -1.94], [4.12, -2.18, -2.91], [4.62, -2.39, -4.22], [4.86, -1.07, -4.76], [5.20, -1.08, -6.29], [4.05, -0.94, -7.19], [3.39, 0.37, -7.09], [1.82, 0.29, -7.06], [1.26, -0.66, -5.95], [1.24, 1.59, -6.81], [1.40, 3.20, -1.22], [0.89, 1.49, -0.71], [0.81, 1.96, -2.45], [3.41, 2.42, -2.21], [3.35, 1.28, -0.77], [2.28, -0.65, -1.00], [0.97, -0.51, -2.31], [2.09, -2.23, -3.74], [1.05, -2.95, -1.32], [2.96, -4.42, -0.44], [5.22, -3.51, -1.33], [4.36, -4.29, -2.66], [4.75, -1.38, -2.44], [3.95, -0.45, -4.58], [5.71, -0.57, -4.22], [5.89, -0.22, -6.49], [5.75, -2.00, -6.58], [3.41, -1.71, -7.13], [3.68, 0.95, -6.16], [3.66, 1.06, -7.94], [1.41, 0.00, -8.06], [1.65, -1.72, -6.03], [0.15, -0.75, -6.00], [1.53, -0.32, -4.91], [1.40, 1.83, -5.89], [2.77, -0.49, 4.57], [1.70, -0.54, 3.48], [2.28, -0.60, 2.05], [2.75, 0.65, 1.56], [4.08, 0.98, 1.96], [0.79, 0.60, 3.65], [3.25, 0.49, 4.63], [2.32, -0.69, 5.54], [3.54, -1.24, 4.39], [1.12, -1.46, 3.63], [1.47, -0.89, 1.37], [3.06, -1.37, 1.96], [4.72, 0.09, 2.03], [4.06, 1.51, 2.92], [4.49, 1.66, 1.22], [0.03, 0.51, 2.98], [1.29, 1.43, 3.34], [-3.32, 3.61, 7.03], [-2.28, 3.44, 5.92], [-2.90, 3.24, 4.53], [-3.41, 1.94, 4.29], [-4.72, 1.71, 4.78], [-1.38, 2.33, 6.28], [-3.81, 2.67, 7.29], [-2.84, 3.98, 7.94], [-4.09, 4.33, 6.74], [-1.69, 4.36, 5.89], [-2.11, 3.39, 3.79], [-3.67, 4.00, 4.32], [-5.35, 2.60, 4.69], [-4.68, 1.37, 5.81], [-5.17, 0.91, 4.18], [-0.64, 2.28, 5.58], [-1.90, 1.47, 6.14], [-5.13, -0.58, 0.99], [-5.94, -1.52, 1.87], [-7.00, -2.33, 1.10], [-8.17, -1.59, 0.77], [-8.06, -0.82, -0.41], [-6.54, -0.75, 2.97], [-5.69, 0.30, 0.68], [-4.25, -0.22, 1.53], [-4.78, -1.10, 0.09], [-5.24, -2.24, 2.31], [-7.35, -3.14, 1.75], [-6.57, -2.80, 0.21], [-7.45, -1.31, -1.17], [-7.66, 0.17, -0.19], [-9.07, -0.68, -0.81], [-7.01, -1.39, 3.60], [-7.30, -0.20, 2.57]]}